No. 1
Density functional theory data (the ωB97M-V functional and the def2-TZVPD basis) for a structure of composition CH3BeMgO2 in a non-equilibrium geometry.

Calculated values
Energy above the lowest of the compared OMol25 structures with the same formula, charge and spin in eV: 0.412
HOMO-LUMO gap (alpha / beta) in eV: 5.6 / 5.6
Net charge: -1

The geometry in XYZ format:
```
8
CH3BeMgO2, DFT the ωB97M-V functional and the def2-TZVPD basis
O 2.0053 -0.5520 -0.0501
C 1.1069 0.2156 -0.7682
O -0.0879 0.3364 -0.0361
H 0.9035 -0.2231 -1.7715
H 1.4902 1.2485 -0.9303
Be 0.7361 -0.6984 1.0061
Mg -1.8901 -0.1394 0.4543
H 1.0137 -1.1875 2.3765
```

***

No. 2
Density functional theory data (the ωB97M-V functional and the def2-TZVPD basis) for the ion C6H3S3 with charge -1 in a non-equilibrium geometry.

Calculated values
HOMO-LUMO gap in eV: 6.3
Net charge: -1

The geometry in XYZ format:
```
12
C6H3S3, DFT the ωB97M-V functional and the def2-TZVPD basis
C -1.2211 1.3701 0.0506
C -2.4149 0.6917 0.0193
C 2.0750 -1.2666 -0.0440
C -0.1296 0.5152 -0.0920
C 2.2901 0.0032 -0.1791
C -0.5234 -0.7601 -0.1135
S 3.2717 1.2640 0.0076
S -2.3412 -1.0525 0.1135
S 0.5211 -2.1170 -0.0903
H -1.0176 2.3688 0.0919
H -3.4685 0.9821 0.0195
H 2.9585 -1.9991 0.2167
```

***

No. 3
Density functional theory data (the ωB97M-V functional and the def2-TZVPD basis) for a structure of composition C23H33NNbO3 in a non-equilibrium geometry.

Calculated values
HOMO-LUMO gap in eV: 5.4
Net charge: -1

The geometry in XYZ format:
```
61
C23H33NNbO3, DFT the ωB97M-V functional and the def2-TZVPD basis
C 3.3577 2.7025 0.8840
O 1.9701 2.8616 0.6707
C 1.2799 1.6319 0.4393
C 1.0600 0.8262 1.7154
C 1.0932 -0.7085 1.5706
Nb 3.0427 -1.7232 0.9514
C 2.6023 -3.6442 2.1032
C 1.9255 -4.7984 1.3297
C 2.6420 -5.4197 0.1448
C 3.8407 -6.3012 0.4960
C 5.1488 -5.5945 0.7803
N 5.8685 -5.2653 -0.4615
H 3.7552 3.6891 1.1142
H 3.8578 2.3315 -0.0067
H 3.5750 2.0467 1.7235
H 1.7417 1.0538 -0.3608
H 0.3070 1.9483 0.0864
H 0.0656 1.0977 2.0750
H 1.7463 1.1278 2.4993
H 0.8619 -1.1279 2.5497
H 0.2983 -1.0353 0.9024
H 2.1545 -2.2043 -0.6043
H 3.7560 -0.2610 0.1288
H 4.0504 -1.1889 2.3889
H 4.4512 -2.5698 0.1121
H 3.4658 -3.9863 2.6691
H 1.8828 -3.3220 2.8595
H 1.7289 -5.6200 2.0258
H 0.9477 -4.4287 1.0313
H 2.9101 -4.6827 -0.6071
H 1.9179 -6.0809 -0.3375
H 3.5817 -6.9805 1.3047
H 4.0321 -6.9387 -0.3704
H 5.7743 -6.2648 1.3736
H 5.0088 -4.6951 1.3684
H 6.1694 -4.2996 -0.3990
H 5.2395 -5.3270 -1.2519
C -8.0593 2.6263 -1.9843
C -7.4382 1.4887 -2.4898
C -6.0604 1.3693 -2.4410
C -5.2951 2.3906 -1.8926
C -5.9169 3.5381 -1.3991
C -7.3013 3.6486 -1.4411
C -5.1147 4.6621 -0.8373
O -5.6621 5.6564 -0.4035
C -3.6340 4.5307 -0.8313
C -2.8639 5.5839 -0.3541
C -1.4841 5.4753 -0.3298
C -0.8643 4.3120 -0.7732
C -1.6262 3.2595 -1.2533
C -3.0112 3.3659 -1.2911
C -3.8123 2.2358 -1.8346
O -3.2829 1.2182 -2.2264
H -9.1374 2.7145 -2.0170
H -8.0321 0.6934 -2.9209
H -5.5701 0.4858 -2.8256
H -7.7760 4.5371 -1.0489
H -3.3506 6.4834 -0.0040
H -0.8858 6.2970 0.0405
H 0.2148 4.2239 -0.7405
H -1.1471 2.3549 -1.5999
```

***

No. 4
Density functional theory data (the ωB97M-V functional and the def2-TZVPD basis) for a cluster of 5 separate species, C2H12Br2O4 in total in a non-equilibrium geometry.

Calculated values
HOMO-LUMO gap in eV: 10.5
Net charge: 0

The geometry in XYZ format:
```
20
C2H12Br2O4, DFT the ωB97M-V functional and the def2-TZVPD basis
Br 4.1170 -2.8962 -4.4976
C 3.7449 -0.9207 -4.8502
C 3.1325 -0.2600 -3.6327
Br 1.3183 -1.0319 -3.2911
H 3.1171 -0.9410 -5.7410
H 4.6785 -0.4174 -5.1018
H 2.9152 0.8063 -3.6954
H 3.8303 -0.4380 -2.8145
O -5.5403 1.1848 2.3748
H -6.1806 1.3451 1.6816
H -4.7075 1.0845 1.9137
O -2.1213 0.3967 0.7735
H -1.7814 -0.1507 1.4814
H -1.3671 0.5481 0.2039
O -2.7041 0.8645 5.3715
H -1.9774 0.5631 4.8263
H -3.4611 0.3703 5.0569
O 0.6104 0.0142 3.3538
H 1.2441 0.6242 2.9762
H 1.1326 -0.7459 3.6105
```

***

No. 5
Density functional theory data (the ωB97M-V functional and the def2-TZVPD basis) for the molecule C18H32O2.

Calculated values
Energy above the lowest of the compared OMol25 structures with the same formula, charge and spin in eV: 0.340
HOMO-LUMO gap in eV: 9.7
Net charge: 0

The geometry in XYZ format:
```
52
C18H32O2, DFT the ωB97M-V functional and the def2-TZVPD basis
C 1.8231 2.1356 -2.7905
C 0.3210 1.9320 -2.9532
C -0.3146 1.3704 -1.6841
C -1.8053 1.0876 -1.8455
C -2.4159 0.5656 -0.5424
C -3.8588 0.2108 -0.7120
C -4.4322 -0.9257 -0.3460
C -3.7349 -2.0760 0.3286
C -3.0485 -1.6582 1.5991
C -1.9545 -2.1981 2.1146
C -1.1685 -3.3343 1.5279
C -0.0728 -2.8599 0.5626
C 0.9049 -1.8851 1.2149
C 2.0681 -1.5524 0.2831
C 3.0627 -0.5532 0.8755
C 2.4678 0.8426 1.0486
C 3.5410 1.8677 1.4363
C 2.9083 3.2222 1.6070
O 2.7032 3.7787 2.6512
O 2.5563 3.7622 0.4296
H 2.3179 1.1846 -2.6027
H 2.0330 2.8019 -1.9564
H 2.2502 2.5686 -3.6921
H 0.1353 1.2465 -3.7837
H -0.1510 2.8854 -3.2013
H 0.1910 0.4409 -1.4112
H -0.1688 2.0795 -0.8651
H -1.9510 0.3451 -2.6342
H -2.3215 2.0006 -2.1519
H -1.8533 -0.3002 -0.1948
H -2.3287 1.3440 0.2229
H -4.4607 0.9759 -1.1868
H -5.4902 -1.0590 -0.5286
H -3.0130 -2.5220 -0.3593
H -4.4747 -2.8459 0.5691
H -3.5341 -0.8452 2.1232
H -1.5654 -1.7972 3.0413
H -0.6991 -3.8939 2.3401
H -1.8349 -4.0157 0.9954
H -0.5345 -2.3766 -0.3017
H 0.4741 -3.7336 0.1985
H 0.3681 -0.9732 1.4788
H 1.2967 -2.3241 2.1354
H 1.6761 -1.1520 -0.6551
H 2.6013 -2.4762 0.0445
H 3.4187 -0.9222 1.8397
H 3.9253 -0.4859 0.2078
H 1.6988 0.8276 1.8223
H 2.0058 1.1573 0.1126
H 4.2902 1.9266 0.6456
H 4.0174 1.5832 2.3744
H 2.1304 4.6228 0.5682
```

***

No. 6
Density functional theory data (the ωB97M-V functional and the def2-TZVPD basis) for a structure of composition C33H53N2NiO2P2 in a non-equilibrium geometry.

Calculated values
2S+1: 3
HOMO-LUMO gap (alpha / beta) in eV: 6.6 / 6.5
Net charge: +1
⟨S²⟩: 2.06

The geometry in XYZ format:
```
93
C33H53N2NiO2P2, DFT the ωB97M-V functional and the def2-TZVPD basis
C 0.2727 1.5159 -2.4911
C -1.0856 2.7457 -0.9812
C -0.0346 2.3801 -3.5411
C -1.2971 3.7173 -1.9918
C -0.7984 3.5211 -3.2666
H 0.3783 2.1673 -4.5226
H -1.8865 4.5839 -1.7137
H -0.9848 4.2546 -4.0516
N -0.2561 1.6842 -1.2746
P 2.1906 0.0482 -1.0967
P -1.6370 1.3117 1.3137
C 1.2032 0.3111 -2.6480
H 0.6071 -0.6026 -2.7962
H 1.8608 0.4215 -3.5155
C -1.6884 2.7619 0.2960
H -2.2504 3.6522 0.5728
C -3.3351 0.4615 0.9727
C -1.7567 1.9923 3.0975
C 2.9985 -1.6562 -1.1536
C 3.5306 1.3678 -1.2845
C -3.3043 -0.9702 1.5355
H -3.1796 -0.9972 2.6241
H -4.2612 -1.4621 1.2990
H -2.5031 -1.5586 1.0786
C -4.5372 1.2219 1.5576
H -4.5646 1.2340 2.6534
H -4.5922 2.2487 1.1719
H -5.4550 0.7053 1.2284
C -3.5587 0.4016 -0.5428
H -4.5378 -0.0659 -0.7418
H -3.5586 1.4034 -0.9880
H -2.7991 -0.2092 -1.0349
C -2.1892 0.8558 4.0427
H -1.5312 -0.0193 3.9269
H -2.0935 1.2032 5.0838
H -3.2305 0.5459 3.8970
C -0.3610 2.4572 3.5287
H 0.3638 1.6384 3.5431
H 0.0262 3.2490 2.8767
H -0.4274 2.8595 4.5526
C -2.6827 3.2114 3.2305
H -3.7308 3.0017 3.0070
H -2.6396 3.5520 4.2771
H -2.3492 4.0386 2.5950
C 4.6557 1.1353 -0.2592
H 5.3314 2.0036 -0.3120
H 4.2717 1.0845 0.7686
H 5.2557 0.2426 -0.4764
C 2.8828 2.7238 -0.9677
H 2.1365 3.0074 -1.7179
H 2.4108 2.7188 0.0222
H 3.6772 3.4856 -0.9624
C 4.1543 1.4541 -2.6910
H 4.9395 2.2252 -2.6548
H 4.6359 0.5234 -3.0061
H 3.4328 1.7555 -3.4598
C 1.9433 -2.7383 -1.3995
H 1.3219 -2.5450 -2.2799
H 2.4715 -3.6888 -1.5597
H 1.2968 -2.8687 -0.5277
C 3.6220 -1.9353 0.2236
H 2.8553 -2.0167 1.0064
H 4.1337 -2.9064 0.1605
H 4.3588 -1.1886 0.5345
C 4.0578 -1.7399 -2.2613
H 3.6773 -1.3971 -3.2335
H 4.9853 -1.2085 -2.0142
H 4.3289 -2.7982 -2.3854
Ni 0.2865 0.3637 0.2333
C 1.5608 0.6765 1.4185
O 2.3320 0.9475 2.2566
N -0.5804 -1.2844 -0.3193
C -1.1931 -1.9232 -1.1018
C -1.9257 -2.7617 -1.9604
C -1.8020 -4.1606 -1.8399
C -2.8030 -2.2214 -2.9280
C -2.5688 -4.9976 -2.6486
H -1.1091 -4.5632 -1.1012
C -3.5857 -3.0706 -3.7059
H -2.8590 -1.1390 -3.0494
C -3.4709 -4.4574 -3.5709
H -2.4644 -6.0783 -2.5502
H -4.2914 -2.6431 -4.4203
H -4.0843 -5.1169 -4.1853
C 2.3166 -1.8359 4.4153
C 0.9481 -1.9818 3.7931
O 1.1187 -2.5004 2.4710
H 2.8849 -2.7653 4.3172
H 2.2123 -1.5933 5.4764
H 2.8803 -1.0472 3.9082
H 0.3301 -2.6636 4.3935
H 0.4459 -1.0013 3.7341
H 0.2496 -2.6944 2.0907
```

***

No. 7
Density functional theory data (the ωB97M-V functional and the def2-TZVPD basis) for the molecule C4H7NOS in a non-equilibrium geometry.

Calculated values
Energy above the lowest of the compared OMol25 structures with the same formula, charge and spin in eV: 1.797
HOMO-LUMO gap in eV: 9.2
Net charge: 0

The geometry in XYZ format:
```
14
C4H7NOS, DFT the ωB97M-V functional and the def2-TZVPD basis
C 0.0462 -2.3440 0.2864
C -0.1335 -1.1375 -0.2263
N 0.7020 -0.0457 -0.1822
S 2.3949 -0.3714 -0.2916
C 0.2364 1.2798 0.0989
C -1.2305 1.5397 -0.0694
O 1.0130 2.1474 0.3845
H -0.6933 -3.1472 0.1251
H 0.8665 -2.7012 0.8893
H -1.1508 -1.0665 -0.5097
H 2.5188 1.0029 -0.3134
H -1.6203 0.9042 -0.9126
H -1.1810 2.5952 -0.1834
H -1.7684 1.3443 0.9044
```

***

No. 8
Density functional theory data (the ωB97M-V functional and the def2-TZVPD basis) for a cluster of 2 separate species, C4H13N2O in total in a non-equilibrium geometry.

Calculated values
Energy above the lowest of the compared OMol25 structures with the same formula, charge and spin in eV: 1.919
HOMO-LUMO gap in eV: 11.2
Net charge: +1

The geometry in XYZ format:
```
20
C4H13N2O, DFT the ωB97M-V functional and the def2-TZVPD basis
C 1.6478 1.9781 1.1450
C 1.0605 0.6130 1.4228
O -0.0391 0.2422 0.9423
N 1.7207 -0.0722 2.3950
H 2.7339 1.7317 0.9525
H 1.3779 2.4964 2.1294
H 1.2593 -0.9161 2.6364
H 2.6600 0.0288 2.5537
H 1.2598 2.5505 0.3239
C -1.0620 -1.3699 -1.0735
C -2.4133 -1.1162 -1.5804
N -0.2883 -0.0773 -1.4207
H -0.8659 -1.5890 0.0904
H -0.3683 -2.1535 -1.4054
H -3.1138 -1.9274 -1.1432
H -2.5209 -1.1034 -2.6983
H -0.5351 0.4180 -2.2795
H -0.5102 0.5694 -0.5752
H 0.7756 -0.1592 -1.4415
H -2.7785 -0.1437 -0.9740
```